Formula: C24H41BF2N3O6
Source: OMol25
Level of theory: ωB97M-V with the def2-TZVPD basis set

Summary:
charge = +1
electronic energy = -1779.21065 Eh

Each line ends with the Mulliken charge.
Geometry (Å):
C 1.23098 -2.40778 2.89539  -1.43
C -0.08281 -1.60567 2.88541  -1.10
C -0.05158 -0.30003 2.09393  0.15
C -0.94799 0.75032 2.77627  -0.08
C -2.38669 0.25410 2.99784  0.18
C -3.16452 1.23203 3.83679  0.23
O -2.71327 2.01810 4.58786  -0.50
F -4.49892 1.07444 3.71433  -0.25
C -0.87324 2.11586 2.09122  -2.49
C -1.03981 2.08651 0.56521  2.59
C -0.57189 3.46787 0.05418  -1.87
C -2.47945 1.84311 0.08819  -1.57
O -3.41792 2.29427 1.03994  -0.40
C -4.70759 1.93554 0.62252  -0.62
O -4.85128 0.55972 0.85116  -0.23
C -5.27579 -0.20248 -0.26844  -0.30
C -5.14810 -1.65883 0.08710  -0.77
O -3.76683 -2.03045 0.02744  -0.40
C -0.08962 1.01060 0.00390  -1.02
B -0.09093 1.05146 -1.61776  0.82
N 1.03025 1.56769 -2.38501  -0.50
O -1.17973 0.49846 -2.24870  -0.70
N -0.42337 -0.35480 0.61483  1.15
C 0.13678 -1.39240 -0.31406  0.01
C 0.09277 -2.87666 0.06608  -0.79
O -0.85206 -3.32445 0.63537  -0.42
N 1.11263 -3.68899 -0.50033  0.08
C 2.48352 -3.36867 -0.10565  -0.81
C 0.96561 -3.70356 -1.96727  -0.92
H 1.08400 -3.44206 2.59250  0.35
H 1.96983 -1.95203 2.23014  0.31
H 1.68329 -2.38342 3.88533  0.42
H -0.27735 -1.30396 3.91667  0.72
H -0.92559 -2.23572 2.61583  0.33
H 0.96855 0.09025 2.14859  0.39
H -0.53655 0.87558 3.78009  0.68
H -2.95021 0.00644 2.09656  -0.65
H -2.37838 -0.66106 3.60115  0.82
H -1.57878 2.81287 2.53583  0.61
H 0.13146 2.51612 2.26836  0.64
H 0.51706 3.53714 0.01045  0.45
H -1.02294 3.74243 -0.90080  0.33
H -0.89556 4.22495 0.77087  0.46
H -2.67994 0.77736 -0.09565  0.41
H -2.66302 2.35567 -0.86325  0.72
H -4.82885 2.13149 -0.45255  0.41
H -5.42437 2.52955 1.18676  0.39
H -6.30584 0.03993 -0.55004  0.40
H -4.63063 0.00422 -1.13323  0.28
H -5.72326 -2.25369 -0.62677  0.43
H -5.56343 -1.82576 1.08289  0.31
H -3.53365 -2.50134 0.83071  0.23
H 0.91628 1.26942 0.34223  0.30
H 1.84089 0.96808 -2.22229  0.19
H 1.33163 2.49573 -2.09785  0.32
H -1.62434 1.07595 -2.87884  0.34
H -1.44577 -0.43359 0.58025  -0.30
H 1.14394 -1.10155 -0.60809  0.49
H -0.51773 -1.36251 -1.18716  0.34
H 2.74650 -2.30357 -0.17607  0.24
H 3.15203 -3.90373 -0.77873  0.41
H 2.68902 -3.73444 0.89723  0.26
H -0.09264 -3.76416 -2.22758  0.34
H 1.39073 -2.81744 -2.45712  0.27
H 1.43477 -4.60434 -2.35802  0.41
F 3.75356 0.39650 -2.37626  -0.15
C 4.98528 0.79980 -2.81455  0.51
C 5.56256 0.11552 -3.86058  -0.53
C 6.81114 0.53222 -4.30077  -0.39
C 7.44839 1.60471 -3.69213  -0.60
C 6.83714 2.26983 -2.63873  -0.43
C 5.58625 1.86937 -2.18903  -0.40
H 5.04681 -0.71846 -4.31635  0.40
H 7.28514 0.01544 -5.12405  0.37
H 8.42169 1.92232 -4.03956  0.38
H 7.33345 3.10395 -2.16173  0.36
H 5.08831 2.37464 -1.37246  0.39